# 1
Computed, not measured: 8 unconnected molecules or ions with the total composition C43H71ClNO16PS9 in a non-equilibrium geometry, with ωB97M-V/def2-TZVPD.

Computed properties:
- multiplicity = 1
- gap between HOMO and LUMO (eV) = 8.35
- E_tot (eV) = -199322.13063
- SMILES = OP(O)(=S)c1cc(CCCCl)cc2c1Sc1ccccc1N2.O=S1(=O)CCCC1.O=S1(=O)CCCC1.O=S1(=O)CCCC1.O=S1(=O)CCCC1.O=S1(=O)CCCC1.O=S1(=O)CCCC1.O=S1(=O)CCCC1

The geometry in XYZ format:
```
142
Properties=species:S:1:pos:R:3:lowdin_charge:R:1
O -0.963 -2.175 0.622 -0.246
P 0.434 -1.779 1.267 0.185
O 0.617 -2.861 2.461 -0.213
S 1.894 -1.843 0.031 0.387
C 0.353 -0.228 2.177 -0.307
C 1.374 -0.022 3.105 -0.048
C 1.463 1.142 3.849 -0.203
C 2.630 1.310 4.802 -0.192
C 2.448 2.356 5.899 -0.255
C 1.290 2.087 6.863 -0.547
Cl 1.122 0.352 7.259 0.594
C 0.488 2.120 3.689 0.045
C -0.539 1.938 2.775 -0.255
C -0.605 0.773 2.011 -0.413
S -1.931 0.694 0.822 1.056
C -1.829 2.376 0.258 -0.442
C -1.926 2.710 -1.086 -0.077
C -1.801 4.046 -1.433 -0.076
C -1.567 5.021 -0.477 -0.065
C -1.484 4.683 0.867 0.002
C -1.618 3.351 1.226 -0.274
N -1.534 2.962 2.614 0.052
H -0.864 -2.162 -0.355 0.037
H 0.100 -2.524 3.209 0.079
H 2.135 -0.786 3.219 0.116
H 2.917 0.343 5.208 0.083
H 3.470 1.645 4.184 0.127
H 3.372 2.387 6.474 0.111
H 2.300 3.321 5.414 0.109
H 1.479 2.615 7.791 0.073
H 0.337 2.403 6.451 0.060
H 0.496 3.057 4.227 0.118
H -2.081 1.944 -1.835 0.104
H -1.869 4.371 -2.463 0.096
H -1.451 6.054 -0.772 0.056
H -1.304 5.420 1.636 0.114
H -2.428 2.509 2.814 0.123
O -1.984 1.395 9.124 -0.326
S -3.199 1.070 8.421 0.652
O -4.071 2.104 7.926 -0.326
C -2.811 -0.070 7.096 -0.236
C -2.923 -1.448 7.740 -0.220
C -4.186 -1.403 8.612 -0.214
C -4.143 -0.096 9.414 -0.219
H -1.817 0.146 6.708 0.072
H -3.560 0.067 6.316 0.107
H -2.978 -2.235 6.990 0.114
H -2.047 -1.637 8.364 0.120
H -5.070 -1.413 7.972 0.116
H -4.251 -2.265 9.274 0.113
H -5.133 0.318 9.588 0.101
H -3.619 -0.217 10.360 0.104
O 6.718 1.154 -2.906 -0.325
S 5.507 0.674 -3.524 0.660
O 4.549 1.592 -4.086 -0.328
C 5.945 -0.555 -4.753 -0.237
C 5.957 -1.871 -3.982 -0.224
C 4.720 -1.838 -3.074 -0.213
C 4.687 -0.462 -2.398 -0.228
H 6.904 -0.293 -5.194 0.104
H 5.166 -0.547 -5.515 0.104
H 5.943 -2.727 -4.655 0.112
H 6.862 -1.935 -3.374 0.118
H 3.819 -1.975 -3.674 0.118
H 4.738 -2.635 -2.333 0.115
H 3.671 -0.115 -2.224 0.089
H 5.245 -0.457 -1.464 0.105
O -0.980 7.706 -2.560 -0.320
S -1.816 8.521 -1.714 0.650
O -2.907 7.947 -0.970 -0.322
C -0.771 9.473 -0.617 -0.226
C -0.475 10.751 -1.395 -0.218
C -1.805 11.170 -2.037 -0.212
C -2.421 9.918 -2.674 -0.218
H 0.114 8.890 -0.372 0.110
H -1.348 9.680 0.285 0.110
H -0.076 11.527 -0.745 0.116
H 0.266 10.549 -2.172 0.120
H -2.474 11.560 -1.267 0.117
H -1.666 11.956 -2.777 0.114
H -3.507 9.920 -2.635 0.102
H -2.086 9.779 -3.700 0.104
O -0.474 -3.161 -2.030 -0.352
S 0.267 -4.405 -1.920 0.651
O 1.705 -4.425 -1.886 -0.358
C -0.386 -5.333 -0.534 -0.221
C -1.516 -6.159 -1.141 -0.213
C -0.984 -6.690 -2.480 -0.203
C -0.315 -5.516 -3.204 -0.230
H -0.714 -4.645 0.241 0.086
H 0.420 -5.963 -0.160 0.113
H -1.819 -6.966 -0.475 0.115
H -2.386 -5.523 -1.317 0.120
H -0.248 -7.475 -2.298 0.121
H -1.777 -7.121 -3.088 0.117
H 0.529 -5.838 -3.804 0.065
H -1.024 -4.967 -3.822 0.104
O -0.792 -7.693 -7.451 -0.312
S 0.239 -6.812 -6.967 0.674
O 0.718 -6.913 -5.609 -0.332
C 1.625 -6.866 -8.098 -0.229
C 1.315 -5.780 -9.123 -0.220
C 0.796 -4.580 -8.319 -0.210
C -0.235 -5.111 -7.316 -0.212
H 1.700 -7.865 -8.521 0.108
H 2.523 -6.632 -7.527 0.108
H 2.196 -5.525 -9.709 0.115
H 0.542 -6.128 -9.811 0.120
H 1.625 -4.114 -7.784 0.118
H 0.356 -3.821 -8.964 0.115
H -0.236 -4.551 -6.384 0.096
H -1.238 -5.133 -7.735 0.107
O -5.634 1.628 -5.359 -0.320
S -4.284 2.054 -5.089 0.661
O -3.343 1.173 -4.445 -0.327
C -3.572 2.688 -6.606 -0.232
C -3.938 4.168 -6.604 -0.221
C -3.697 4.656 -5.168 -0.211
C -4.332 3.627 -4.224 -0.213
H -3.979 2.134 -7.449 0.106
H -2.494 2.543 -6.546 0.108
H -3.344 4.726 -7.326 0.114
H -4.991 4.292 -6.866 0.119
H -2.623 4.717 -4.981 0.114
H -4.114 5.647 -5.001 0.114
H -3.781 3.528 -3.294 0.071
H -5.374 3.861 -4.015 0.108
O 2.475 -4.104 8.311 -0.322
S 3.515 -4.326 7.338 0.658
O 4.903 -4.160 7.685 -0.323
C 3.269 -5.938 6.598 -0.232
C 2.345 -5.671 5.415 -0.220
C 2.873 -4.395 4.747 -0.207
C 3.138 -3.372 5.860 -0.219
H 2.850 -6.611 7.342 0.106
H 4.243 -6.300 6.270 0.107
H 2.329 -6.512 4.723 0.114
H 1.325 -5.509 5.771 0.118
H 3.803 -4.617 4.220 0.121
H 2.170 -4.002 4.015 0.088
H 3.982 -2.724 5.640 0.102
H 2.257 -2.769 6.077 0.092
```

# 2
Computed, not measured: 3 unconnected molecules or ions with the total composition C43H73IN5O4PS in a non-equilibrium geometry, with ωB97M-V/def2-TZVPD.

Computed properties:
- multiplicity = 3
- gap between HOMO and LUMO (eV) = 7.84
- E_tot (eV) = -89638.71309

The geometry in XYZ format:
```
128
Properties=species:S:1:pos:R:3:lowdin_spin:R:1
C 1.699 3.491 1.869 0.000
C 1.749 2.125 1.158 0.000
C 1.418 2.262 -0.338 0.000
C 0.820 0.998 -0.916 0.000
C 1.563 0.255 -1.830 0.000
C 1.088 -0.920 -2.418 0.000
C 1.906 -1.725 -3.386 0.000
C 2.929 -2.603 -2.647 0.000
C 4.074 -1.820 -1.992 0.000
C 3.996 -1.767 -0.454 0.000
C 4.460 -0.419 0.086 0.000
C 4.725 -0.456 1.575 0.000
O 5.068 0.848 2.007 0.000
C 4.650 1.177 3.310 0.000
C -0.182 -1.353 -2.062 0.000
C -0.943 -0.636 -1.138 0.000
C -0.451 0.537 -0.574 0.000
S -1.544 1.409 0.521 0.000
C -2.336 0.029 1.337 0.000
C -2.599 -1.100 0.545 0.000
C -3.250 -2.218 1.090 0.000
C -3.542 -3.468 0.301 0.000
N -4.721 -3.299 -0.583 0.000
C -3.660 -2.149 2.414 0.000
C -3.422 -1.018 3.208 0.000
P -4.096 -1.193 4.886 0.000
O -2.764 -0.890 5.833 0.000
I -5.467 0.814 5.253 0.000
C -2.732 0.099 2.674 0.000
N -2.497 1.225 3.452 0.000
C -1.098 1.662 3.665 0.000
C -0.094 0.540 3.848 0.000
N -2.237 -1.114 -0.807 0.000
H 2.501 3.587 2.594 0.000
H 1.758 4.271 1.115 0.000
H 0.747 3.631 2.375 0.000
H 2.722 1.660 1.300 0.000
H 1.015 1.451 1.587 0.000
H 0.725 3.084 -0.499 0.000
H 2.329 2.456 -0.897 0.000
H 2.551 0.612 -2.081 0.000
H 1.261 -2.397 -3.949 0.000
H 2.396 -1.091 -4.123 0.000
H 3.337 -3.339 -3.335 0.000
H 2.362 -3.142 -1.890 0.000
H 5.011 -2.312 -2.242 0.000
H 4.157 -0.815 -2.399 0.000
H 4.667 -2.529 -0.055 0.000
H 2.996 -2.024 -0.108 0.000
H 3.676 0.318 -0.072 0.000
H 5.365 -0.114 -0.434 0.000
H 3.845 -0.844 2.095 0.000
H 5.558 -1.135 1.786 0.000
H 5.438 1.008 4.047 0.000
H 4.381 2.230 3.329 0.000
H 3.780 0.601 3.629 0.000
H -0.584 -2.255 -2.505 0.000
H -2.663 -3.701 -0.306 0.000
H -3.668 -4.306 0.983 0.000
H -5.103 -2.378 -0.428 0.000
H -4.419 -3.408 -1.539 0.000
H -4.187 -2.988 2.847 0.000
H -2.351 -1.754 5.946 0.000
H -2.939 1.148 4.352 0.000
H -1.109 2.236 4.589 0.000
H -0.819 2.360 2.885 0.000
H -0.037 -0.142 3.004 0.000
H -0.266 0.013 4.781 0.000
H 0.894 0.995 3.943 0.000
H -2.327 -2.040 -1.195 0.000
C -4.926 -10.009 -1.417 0.002
C -3.766 -9.007 -1.273 0.026
C -4.202 -7.810 -0.427 0.015
C -5.137 -6.855 -1.165 0.001
C -4.511 -6.409 -2.484 0.015
C -4.089 -7.575 -3.378 0.026
N -3.272 -8.569 -2.615 0.365
O -2.048 -8.162 -2.525 0.540
C -5.339 -8.239 -3.991 0.003
C -3.282 -7.045 -4.559 -0.001
C -2.668 -9.769 -0.537 -0.001
H -4.619 -10.869 -2.013 0.001
H -5.218 -10.372 -0.432 0.000
H -5.823 -9.590 -1.865 0.000
H -3.314 -7.253 -0.110 0.002
H -4.680 -8.170 0.486 0.001
H -6.108 -7.327 -1.339 0.000
H -5.330 -5.978 -0.544 0.001
H -5.214 -5.773 -3.026 0.001
H -3.636 -5.787 -2.261 0.002
H -5.095 -9.217 -4.408 0.002
H -5.725 -7.622 -4.802 0.000
H -6.161 -8.356 -3.289 0.000
H -2.419 -6.462 -4.242 -0.001
H -3.914 -6.392 -5.161 0.000
H -2.931 -7.860 -5.194 0.000
H -2.285 -10.592 -1.142 0.000
H -3.077 -10.184 0.384 0.000
H -1.832 -9.127 -0.267 0.000
C 3.043 11.024 -0.179 0.002
C 2.191 9.779 -0.480 0.026
C 1.312 9.434 0.724 0.015
C 2.090 8.812 1.882 0.001
C 2.880 7.597 1.399 0.015
C 3.795 7.904 0.214 0.026
N 3.056 8.623 -0.867 0.363
O 2.380 7.781 -1.579 0.543
C 5.010 8.726 0.695 0.003
C 4.374 6.601 -0.330 -0.001
C 1.299 10.177 -1.653 -0.001
H 3.666 11.281 -1.037 0.001
H 2.390 11.873 0.025 0.000
H 3.689 10.924 0.689 0.000
H 0.533 8.733 0.410 0.002
H 0.798 10.337 1.060 0.001
H 2.756 9.551 2.337 0.000
H 1.394 8.506 2.666 0.001
H 3.476 7.196 2.222 0.001
H 2.173 6.811 1.117 0.002
H 5.532 9.180 -0.148 0.002
H 5.717 8.075 1.208 0.000
H 4.755 9.508 1.406 0.000
H 3.599 5.890 -0.608 -0.001
H 4.987 6.131 0.439 0.000
H 5.002 6.784 -1.203 0.000
H 1.889 10.365 -2.550 0.000
H 0.763 11.091 -1.400 0.000
H 0.559 9.414 -1.885 0.000
```